Record 1
Molecular formula: C26H21HgOP
Method: DFT, ωB97M-V with the def2-TZVPD basis set

Kohn-Sham gap (alpha / beta) = 4.36 / 3.78 eV
2S+1 = 2
Total charge = -1
⟨S²⟩ = 0.787
Relative energy (zero: lowest compared OMol25 entry of this formula, charge and spin) = 0.0 kJ/mol
Max |F| = 0.54 eV Å⁻¹

XYZ file:
```
50
C26H21HgOP ωB97M-V with the def2-TZVPD basis set
Hg -0.30 3.27 -1.25
O -1.41 4.01 2.04
C -1.43 2.99 2.58
C -1.59 1.79 3.20
C -2.27 1.78 4.47
C -2.38 0.63 5.19
C -1.84 -0.57 4.70
C -1.19 -0.58 3.46
C -1.05 0.55 2.68
P -0.17 0.59 1.07
C 0.83 -0.94 1.23
C 1.93 -0.88 2.09
C 2.73 -1.98 2.31
C 2.45 -3.18 1.65
C 1.38 -3.25 0.79
C 0.57 -2.14 0.58
C -1.45 0.04 -0.11
C -2.76 -0.28 0.23
C -3.67 -0.67 -0.75
C -3.27 -0.74 -2.07
C -1.97 -0.42 -2.43
C -1.06 -0.02 -1.46
H -2.69 2.71 4.84
H -2.90 0.64 6.14
H -1.93 -1.49 5.27
H -0.79 -1.51 3.08
H 2.14 0.06 2.60
H 3.57 -1.91 2.99
H 3.08 -4.05 1.82
H 1.16 -4.17 0.27
H -0.28 -2.21 -0.10
H -3.07 -0.23 1.27
H -4.68 -0.92 -0.47
H -3.98 -1.04 -2.84
H -1.65 -0.47 -3.46
H -0.04 0.23 -1.74
C 2.55 2.58 -1.85
C 2.32 1.66 -2.88
C 2.23 2.03 -4.26
C 1.95 1.11 -5.25
C 1.76 -0.25 -4.97
C 1.87 -0.65 -3.63
C 2.14 0.26 -2.63
H 2.76 3.62 -2.05
H 2.68 2.22 -0.83
H 2.36 3.08 -4.52
H 1.88 1.45 -6.28
H 1.54 -0.96 -5.76
H 1.74 -1.70 -3.38
H 2.22 -0.09 -1.60
```

Atom charges from the Mulliken analysis, given in e for atoms 1 to 5: atom 1 (Hg): 0.003, atom 2 (O): -0.328, atom 3 (C): 0.185, atom 4 (C): 0.663, atom 5 (C): -1.083

=====

Record 2
Molecular formula: C68H170MnO34
Method: DFT, ωB97M-V with the def2-TZVPD basis set

Kohn-Sham gap (alpha / beta) = 7.50 / 7.66 eV
2S+1 = 6
Total charge = 0
⟨S²⟩ = 8.753
Max |F| = 3.18 eV Å⁻¹

XYZ file:
```
273
C68H170MnO34 ωB97M-V with the def2-TZVPD basis set
Mn 28.97 -5.35 -20.82
C 29.73 -7.98 -17.84
C 30.86 -7.32 -18.66
O 30.39 -6.40 -19.58
H 29.09 -8.47 -18.57
H 29.11 -7.26 -17.31
H 30.10 -8.70 -17.10
H 31.29 -8.16 -19.21
H 31.65 -6.93 -18.02
C 30.72 -2.04 -23.06
C 30.08 -2.20 -21.73
O 29.78 -3.55 -21.48
H 31.70 -2.52 -22.95
H 30.90 -1.00 -23.34
H 30.20 -2.51 -23.89
H 29.11 -1.71 -21.76
H 30.75 -1.83 -20.95
C 26.55 -7.51 -19.96
O 27.66 -7.07 -20.72
C 27.86 -8.07 -21.77
C 29.30 -7.86 -22.37
O 29.60 -6.50 -22.44
C 30.89 -6.23 -23.09
H 26.25 -6.80 -19.19
H 26.72 -8.54 -19.64
H 25.66 -7.59 -20.60
H 27.06 -7.80 -22.46
H 27.70 -9.11 -21.47
H 29.37 -8.31 -23.36
H 30.09 -8.32 -21.78
H 31.02 -5.16 -23.26
H 31.12 -6.74 -24.02
H 31.70 -6.58 -22.44
C 36.46 -2.11 -25.02
O 37.11 -0.86 -24.81
C 36.59 0.26 -25.50
C 35.09 0.49 -25.47
O 34.62 0.35 -24.05
C 33.27 0.70 -23.85
H 35.41 -2.15 -24.74
H 37.03 -2.84 -24.45
H 36.57 -2.48 -26.04
H 36.86 0.15 -26.55
H 37.02 1.16 -25.07
H 34.49 -0.24 -26.01
H 34.97 1.47 -25.93
H 32.56 0.23 -24.53
H 33.11 1.78 -23.90
H 33.02 0.42 -22.83
C 33.24 0.43 -15.22
O 32.53 -0.44 -14.34
C 32.93 -1.79 -14.35
C 33.03 -2.39 -15.76
O 31.73 -2.47 -16.33
C 31.70 -2.99 -17.66
H 33.16 1.45 -14.82
H 32.90 0.44 -16.25
H 34.30 0.21 -15.32
H 32.27 -2.47 -13.81
H 33.89 -1.78 -13.82
H 33.44 -3.40 -15.73
H 33.70 -1.79 -16.37
H 31.74 -4.07 -17.72
H 32.49 -2.59 -18.30
H 30.72 -2.68 -18.03
C 36.35 -7.45 -21.79
O 35.30 -6.55 -21.92
C 34.43 -6.47 -20.80
C 34.94 -5.25 -19.94
O 34.97 -4.06 -20.76
C 33.65 -3.61 -21.06
H 37.07 -7.41 -22.62
H 35.96 -8.47 -21.72
H 36.83 -7.28 -20.83
H 34.45 -7.35 -20.17
H 33.41 -6.32 -21.17
H 35.99 -5.43 -19.72
H 34.40 -5.15 -18.99
H 33.76 -2.57 -21.37
H 32.95 -3.68 -20.22
H 33.32 -4.02 -22.02
C 22.46 0.14 -15.05
O 23.33 -0.25 -16.02
C 23.41 0.61 -17.16
C 23.94 -0.12 -18.33
O 25.18 -0.83 -18.22
C 26.25 0.06 -17.87
H 21.45 0.25 -15.44
H 22.97 1.01 -14.64
H 22.37 -0.61 -14.26
H 24.06 1.47 -17.00
H 22.49 1.16 -17.37
H 24.16 0.61 -19.11
H 23.14 -0.69 -18.81
H 26.33 0.25 -16.80
H 26.15 0.95 -18.49
H 27.22 -0.36 -18.17
C 27.85 -4.45 -17.97
O 27.63 -4.66 -19.39
C 26.66 -3.71 -19.89
C 26.07 -4.18 -21.26
O 27.21 -4.82 -22.00
C 27.06 -4.86 -23.41
H 27.04 -4.81 -17.34
H 28.03 -3.44 -17.61
H 28.66 -5.16 -17.80
H 27.07 -2.70 -19.95
H 25.82 -3.74 -19.19
H 25.68 -3.39 -21.91
H 25.32 -4.96 -21.12
H 27.82 -5.57 -23.73
H 27.28 -3.94 -23.97
H 26.06 -5.22 -23.67
C 29.45 -0.09 -16.00
O 28.42 0.83 -15.63
C 28.91 2.15 -15.46
C 27.71 3.09 -15.43
O 26.87 2.89 -14.31
C 26.13 1.65 -14.16
H 29.10 -1.09 -16.26
H 30.16 -0.28 -15.19
H 30.06 0.19 -16.85
H 29.52 2.38 -16.33
H 29.57 2.29 -14.61
H 27.19 2.92 -16.37
H 27.91 4.16 -15.47
H 26.68 0.73 -13.95
H 25.46 1.50 -15.01
H 25.42 1.73 -13.33
C 31.87 -10.33 -25.02
O 30.47 -10.53 -24.99
C 29.83 -10.29 -26.20
C 29.65 -8.85 -26.67
O 28.77 -8.11 -25.80
C 28.36 -6.86 -26.32
H 32.00 -9.25 -25.07
H 32.32 -10.64 -25.96
H 32.36 -10.82 -24.17
H 28.85 -10.76 -26.17
H 30.37 -10.80 -27.01
H 29.12 -8.98 -27.62
H 30.59 -8.32 -26.77
H 27.76 -7.15 -27.18
H 29.25 -6.26 -26.54
H 27.68 -6.36 -25.63
C 29.65 0.86 -25.47
O 29.09 2.00 -26.19
C 28.61 2.95 -25.28
C 27.96 4.16 -25.92
O 26.97 3.82 -26.89
C 26.69 4.90 -27.80
H 30.45 1.11 -24.77
H 30.16 0.20 -26.17
H 28.79 0.30 -25.11
H 29.40 3.31 -24.62
H 27.98 2.47 -24.53
H 28.82 4.62 -26.41
H 27.47 4.93 -25.33
H 26.49 5.90 -27.44
H 25.85 4.54 -28.40
H 27.47 4.98 -28.56
C 27.64 -2.84 -26.93
O 26.40 -2.89 -26.26
C 25.77 -1.73 -25.80
C 24.70 -1.30 -26.79
O 25.04 -1.20 -28.19
C 26.02 -0.20 -28.57
H 28.06 -3.85 -26.89
H 28.31 -2.16 -26.41
H 27.54 -2.47 -27.95
H 26.46 -0.89 -25.68
H 25.35 -1.98 -24.83
H 24.28 -0.35 -26.48
H 23.91 -2.04 -26.70
H 26.46 -0.61 -29.47
H 26.78 -0.02 -27.81
H 25.61 0.79 -28.79
C 32.44 2.79 -26.87
O 33.29 3.98 -26.64
C 33.18 5.04 -27.60
C 31.82 5.74 -27.75
O 31.26 6.04 -26.50
C 30.23 6.98 -26.53
H 31.45 3.07 -26.50
H 32.64 1.91 -26.26
H 32.51 2.55 -27.93
H 33.54 4.80 -28.60
H 33.88 5.81 -27.30
H 31.14 5.06 -28.27
H 31.89 6.50 -28.53
H 29.48 6.54 -27.18
H 30.56 7.93 -26.97
H 29.79 7.12 -25.54
C 29.03 2.52 -19.32
O 28.85 2.66 -20.69
C 29.86 2.12 -21.52
C 31.17 2.99 -21.67
O 30.81 4.16 -22.44
C 31.96 4.97 -22.66
H 29.13 1.48 -19.03
H 28.25 2.92 -18.67
H 29.89 3.08 -18.96
H 29.46 2.10 -22.53
H 30.14 1.12 -21.21
H 31.93 2.41 -22.20
H 31.52 3.39 -20.72
H 32.54 5.23 -21.78
H 31.57 5.85 -23.16
H 32.63 4.50 -23.38
C 22.38 -2.88 -23.44
O 23.35 -2.29 -22.63
C 23.24 -0.87 -22.55
C 24.56 -0.37 -21.98
O 25.67 -0.53 -22.82
C 26.89 -0.03 -22.28
H 22.44 -2.71 -24.52
H 21.37 -2.49 -23.28
H 22.32 -3.96 -23.32
H 22.51 -0.77 -21.75
H 22.94 -0.40 -23.48
H 24.72 -0.92 -21.05
H 24.49 0.69 -21.70
H 27.37 -0.42 -21.38
H 26.71 1.03 -22.10
H 27.57 -0.15 -23.13
C 32.19 0.59 -19.12
O 32.16 1.88 -18.49
C 33.41 2.49 -18.78
C 34.61 2.31 -17.83
O 34.37 3.02 -16.56
C 35.58 3.36 -15.90
H 32.47 0.62 -20.18
H 31.15 0.26 -19.17
H 32.80 -0.16 -18.62
H 33.09 3.53 -18.79
H 33.67 2.46 -19.83
H 35.52 2.62 -18.36
H 34.72 1.23 -17.71
H 36.23 2.49 -15.89
H 35.41 3.79 -14.91
H 36.05 4.17 -16.46
C 34.52 -5.41 -24.64
O 34.14 -4.66 -25.75
C 33.03 -3.80 -25.62
C 32.22 -3.73 -26.95
O 31.47 -4.90 -27.28
C 30.75 -4.86 -28.47
H 35.41 -6.03 -24.73
H 33.76 -6.19 -24.59
H 34.57 -4.84 -23.71
H 33.35 -2.80 -25.33
H 32.33 -4.17 -24.87
H 32.88 -3.51 -27.79
H 31.55 -2.87 -26.88
H 31.35 -4.36 -29.23
H 29.81 -4.32 -28.33
H 30.54 -5.86 -28.86
C 37.71 2.88 -21.18
O 36.30 2.82 -20.87
C 35.66 1.80 -21.67
C 35.97 0.34 -21.26
O 35.36 0.10 -20.00
C 35.65 -1.20 -19.34
H 38.23 1.98 -20.86
H 38.16 3.70 -20.62
H 38.02 3.13 -22.19
H 35.95 2.00 -22.70
H 34.57 1.83 -21.59
H 37.04 0.15 -21.25
H 35.58 -0.37 -21.98
H 36.71 -1.43 -19.18
H 35.19 -2.00 -19.92
H 35.30 -1.22 -18.31
```

Atom charges from the Mulliken analysis, given in e for atoms 1 to 5: atom 1 (Mn): 1.364, atom 2 (C): -0.963, atom 3 (C): -0.628, atom 4 (O): -0.525, atom 5 (H): 0.009

=====

Record 3
Molecular formula: C11H20O2
Method: DFT, ωB97M-V with the def2-TZVPD basis set

Kohn-Sham gap = 9.91 eV
2S+1 = 1
Total charge = 0
Relative energy (zero: lowest compared OMol25 entry of this formula, charge and spin) = 1163.9 kJ/mol
SMILES = C=CCCCCCCCCC(=O)O
Max |F| = 17.01 eV Å⁻¹

XYZ file:
```
33
C11H20O2 ωB97M-V with the def2-TZVPD basis set
C 4.47 -1.13 -1.46
C 3.60 -2.14 -1.81
C 2.07 -2.27 -1.98
H 1.99 -2.33 -3.14
C 1.40 -0.87 -1.74
C 1.54 -0.86 -0.05
C 1.06 0.50 0.54
C -0.67 0.52 0.06
C -1.18 1.78 0.72
C -2.63 2.21 0.41
C -3.60 0.90 0.95
C -3.66 0.91 2.30
O -3.73 2.16 3.00
O -3.71 -0.28 2.93
H -3.80 -0.23 3.71
H -3.24 0.13 0.58
H -4.58 1.55 0.56
H -2.80 3.16 0.87
H -2.82 2.16 -0.65
H -0.46 2.65 0.62
H -1.12 1.72 1.80
H -0.60 0.53 -0.81
H -1.15 -0.40 0.61
H 1.57 1.18 0.19
H 0.84 0.22 1.42
H 0.78 -1.76 0.39
H 2.50 -0.87 0.28
H 0.36 -1.22 -1.90
H 2.04 -0.09 -1.94
H 1.86 -3.07 -1.50
H 4.14 -3.27 -2.05
H 5.50 -1.25 -1.59
H 4.03 -0.21 -1.33
```

Atom charges from the Mulliken analysis, given in e for atoms 1 to 5: atom 1 (C): -0.867, atom 2 (C): 0.043, atom 3 (C): -0.745, atom 4 (H): 0.285, atom 5 (C): -0.997

=====

Record 4
Molecular formula: C41H34BrI3N5OPbS
Method: DFT, ωB97M-V with the def2-TZVPD basis set

Kohn-Sham gap = 6.53 eV
2S+1 = 1
Total charge = +1
Relative energy (zero: lowest compared OMol25 entry of this formula, charge and spin) = 12.2 kJ/mol
Max |F| = 0.63 eV Å⁻¹

XYZ file:
```
87
C41H34BrI3N5OPbS ωB97M-V with the def2-TZVPD basis set
Pb -0.15 -0.21 0.09
I 7.64 -2.43 -0.64
C 5.75 -1.59 -0.85
C 5.19 -1.44 -2.11
C 3.91 -0.91 -2.23
I 3.14 -0.61 -4.14
C 3.13 -0.53 -1.12
O 1.90 -0.10 -1.27
C 3.76 -0.63 0.15
C 3.11 -0.09 1.38
N 1.89 -0.83 1.81
C 2.11 -2.27 1.97
C 0.83 -3.04 2.20
C 0.84 -4.18 3.00
C -0.31 -4.92 3.15
C -1.46 -4.52 2.48
C -1.39 -3.38 1.70
N -0.28 -2.65 1.56
C 5.05 -1.17 0.26
H 5.74 -1.72 -3.00
H 2.79 0.94 1.20
H 3.85 -0.08 2.19
H 1.59 -0.45 2.70
H 2.81 -2.50 2.77
H 2.56 -2.63 1.04
H 1.76 -4.47 3.51
H -0.32 -5.80 3.77
H -2.39 -5.07 2.57
H -2.26 -3.03 1.16
H 5.50 -1.23 1.24
C -1.06 3.33 3.46
C -2.42 3.32 3.66
C -3.22 2.55 2.84
C -2.64 1.79 1.83
N -1.31 1.78 1.66
C -0.55 2.54 2.45
C -3.48 0.96 0.91
C -4.83 1.25 0.74
C -5.60 0.44 -0.09
C -5.00 -0.63 -0.73
C -3.65 -0.83 -0.52
N -2.90 -0.06 0.27
H -0.40 3.92 4.08
H -2.87 3.91 4.46
H -4.29 2.52 3.00
H 0.52 2.50 2.26
H -5.28 2.10 1.22
H -6.65 0.65 -0.23
H -5.56 -1.28 -1.39
H -3.13 -1.65 -1.02
N -0.58 1.63 -1.59
S -1.52 1.58 -2.86
C -2.81 2.80 -2.71
C -4.12 2.35 -2.74
C -5.16 3.26 -2.56
C -4.87 4.59 -2.34
C -3.55 5.04 -2.30
C -2.51 4.14 -2.49
C -0.59 2.25 -4.23
C 0.79 2.33 -4.09
C 1.53 2.84 -5.16
C 0.90 3.23 -6.32
C -0.48 3.11 -6.45
C -1.23 2.61 -5.40
H -0.11 2.52 -1.48
H -4.33 1.30 -2.91
H -6.19 2.92 -2.59
H -5.68 5.30 -2.20
H -3.33 6.08 -2.14
H -1.48 4.48 -2.48
H 1.27 1.98 -3.19
H 2.61 2.91 -5.07
H 1.48 3.62 -7.15
H -0.97 3.41 -7.37
H -2.31 2.52 -5.50
Br -2.87 -1.95 -4.22
C -2.48 -3.49 -3.18
C -3.42 -4.52 -3.19
C -3.18 -5.68 -2.46
C -2.01 -5.81 -1.73
C -1.08 -4.78 -1.72
C -1.31 -3.62 -2.45
I 0.16 -2.14 -2.34
H -4.32 -4.41 -3.78
H -3.91 -6.47 -2.48
H -1.82 -6.71 -1.16
H -0.16 -4.89 -1.15
```

Atom charges from the Mulliken analysis, given in e for atoms 1 to 5: atom 1 (Pb): 1.058, atom 2 (I): 0.075, atom 3 (C): -0.592, atom 4 (C): -0.361, atom 5 (C): 0.068

=====

Record 5
Molecular formula: CH6OP2
Method: DFT, ωB97M-V with the def2-TZVPD basis set

Kohn-Sham gap = 9.56 eV
2S+1 = 1
Total charge = 0
Relative energy (zero: lowest compared OMol25 entry of this formula, charge and spin) = 4.3 kJ/mol
SMILES = CP(O)#[PH2]
Max |F| = 0.46 eV Å⁻¹

XYZ file:
```
10
CH6OP2 ωB97M-V with the def2-TZVPD basis set
C 0.30 -1.08 0.96
P 0.61 0.60 0.26
O -0.83 1.28 0.72
P 0.45 0.03 -1.83
H 0.02 -1.83 0.22
H -0.51 -0.99 1.68
H 1.20 -1.43 1.47
H -0.73 2.24 0.80
H -0.94 -0.16 -1.95
H 0.43 1.35 -2.32
```

Atom charges from the Mulliken analysis, given in e for atoms 1 to 5: atom 1 (C): -0.890, atom 2 (P): 0.236, atom 3 (O): -0.498, atom 4 (P): -0.172, atom 5 (H): 0.317

=====

Copy entry 1 word for word.
Molecular formula: C26H21HgOP
Method: DFT, ωB97M-V with the def2-TZVPD basis set

Kohn-Sham gap (alpha / beta) = 4.36 / 3.78 eV
2S+1 = 2
Total charge = -1
⟨S²⟩ = 0.787
Relative energy (zero: lowest compared OMol25 entry of this formula, charge and spin) = 0.0 kJ/mol
Max |F| = 0.54 eV Å⁻¹

XYZ file:
```
50
C26H21HgOP ωB97M-V with the def2-TZVPD basis set
Hg -0.30 3.27 -1.25
O -1.41 4.01 2.04
C -1.43 2.99 2.58
C -1.59 1.79 3.20
C -2.27 1.78 4.47
C -2.38 0.63 5.19
C -1.84 -0.57 4.70
C -1.19 -0.58 3.46
C -1.05 0.55 2.68
P -0.17 0.59 1.07
C 0.83 -0.94 1.23
C 1.93 -0.88 2.09
C 2.73 -1.98 2.31
C 2.45 -3.18 1.65
C 1.38 -3.25 0.79
C 0.57 -2.14 0.58
C -1.45 0.04 -0.11
C -2.76 -0.28 0.23
C -3.67 -0.67 -0.75
C -3.27 -0.74 -2.07
C -1.97 -0.42 -2.43
C -1.06 -0.02 -1.46
H -2.69 2.71 4.84
H -2.90 0.64 6.14
H -1.93 -1.49 5.27
H -0.79 -1.51 3.08
H 2.14 0.06 2.60
H 3.57 -1.91 2.99
H 3.08 -4.05 1.82
H 1.16 -4.17 0.27
H -0.28 -2.21 -0.10
H -3.07 -0.23 1.27
H -4.68 -0.92 -0.47
H -3.98 -1.04 -2.84
H -1.65 -0.47 -3.46
H -0.04 0.23 -1.74
C 2.55 2.58 -1.85
C 2.32 1.66 -2.88
C 2.23 2.03 -4.26
C 1.95 1.11 -5.25
C 1.76 -0.25 -4.97
C 1.87 -0.65 -3.63
C 2.14 0.26 -2.63
H 2.76 3.62 -2.05
H 2.68 2.22 -0.83
H 2.36 3.08 -4.52
H 1.88 1.45 -6.28
H 1.54 -0.96 -5.76
H 1.74 -1.70 -3.38
H 2.22 -0.09 -1.60
```

Atom charges from the Mulliken analysis, given in e for atoms 1 to 5: atom 1 (Hg): 0.003, atom 2 (O): -0.328, atom 3 (C): 0.185, atom 4 (C): 0.663, atom 5 (C): -1.083